1.
24
Properties=species:S:1:pos:R:3:forces:R:3:mulliken_spin:R:1 method="wB97M-V/def2-TZVPD" homo_ha="0.08145 / -0.00438" orbital_gap_ev="3.87 / 6.12" spin_multiplicity=3 max_force_ev_per_a=7.984 total_charge=-2 s2=2.01
C 0.20276 -1.93205 -0.71764 0.92 0.97 3.00 0.05
H 1.07723 0.00748 -2.52039 0.28 -0.51 -0.05 -0.01
H 1.87856 1.29948 2.28408 -0.47 -0.50 -0.40 0.01
C 0.29880 0.71219 -2.31124 0.58 2.67 2.78 0.09
O -1.39908 2.99226 -0.99179 -0.19 -0.67 -0.57 0.07
C -0.47546 -0.61212 2.08879 0.27 0.51 -1.53 -0.02
C -2.01277 1.89768 -1.21315 -1.34 2.15 0.77 0.02
C 1.18486 1.23912 1.41825 -1.49 0.45 -0.52 0.01
C -0.68044 -1.92760 2.52074 0.17 0.56 -0.14 0.02
H 0.78024 1.79447 -2.31145 -0.99 -1.86 -0.22 0.01
H 0.26588 1.91618 1.68739 1.78 -1.05 -1.07 0.01
H -0.49226 0.66674 -2.99374 -1.18 0.08 -1.35 -0.01
H 1.76451 1.51013 0.50749 -0.54 0.57 0.55 0.00
H -0.44546 -1.86821 -1.55231 -0.67 -0.12 -0.73 -0.02
H 1.13781 -2.49361 -0.93943 -0.70 0.07 0.18 0.01
H -0.30697 -2.24973 0.22038 0.06 -1.06 -1.16 0.00
O 0.14866 -1.35102 3.40838 -0.03 -0.65 0.40 0.01
C 0.68670 -0.21698 1.10431 2.20 -1.81 3.09 0.04
N -0.23520 0.43839 -0.94208 7.01 -2.56 -2.84 0.14
C -1.34210 0.76051 -0.40925 -5.71 1.68 -0.40 1.46
O -1.23611 -3.01258 2.45046 0.34 0.07 0.19 0.00
H 1.63952 -0.80461 1.50682 -1.67 0.30 -0.81 0.00
N 0.58528 -0.54774 -0.31784 0.03 1.51 -0.13 0.07
O -3.02496 1.78160 -1.97679 1.31 -0.79 0.98 0.04



2.
15
Properties=species:S:1:pos:R:3:forces:R:3:nbo_charge:R:1 method="wB97M-V/def2-TZVPD" smiles=CNP(O)NC homo_ha=-0.30249 orbital_gap_ev=9.32 relative_energy_ev=2.0791 max_force_ev_per_a=5.668
O 0.67924 -2.29782 -1.00461 2.29 -1.46 1.93 -0.98
N -1.43438 -0.86831 0.05980 4.70 -2.60 -1.82 -0.91
H -2.28868 0.16251 1.70325 0.14 0.50 -2.23 0.15
H 1.66823 -0.33339 -1.41567 -0.51 1.35 1.09 0.40
H -1.99499 -1.61691 0.37000 -0.49 -1.14 0.43 0.36
C -1.84841 0.32110 0.60114 -1.45 2.37 3.42 -0.41
H 2.79041 1.40528 -0.21514 -1.80 0.56 0.06 0.20
H 1.01485 2.11780 -0.24014 0.14 1.22 0.00 0.20
H -1.02750 0.99972 0.88794 -0.05 -0.01 -0.73 0.19
H -2.55837 0.85264 -0.08570 0.40 -0.15 0.91 0.19
N 1.12060 0.13128 -0.64337 0.12 -2.53 0.36 -0.98
C 1.66963 1.32634 0.02939 1.99 -2.41 1.50 -0.42
P 0.56189 -1.31502 0.25849 -2.00 3.17 -0.11 1.34
H -0.03973 -2.04342 -1.49462 -3.13 0.71 -2.84 0.49
H 1.68722 1.15820 1.18924 -0.35 0.41 -1.97 0.19



3.
53
Properties=species:S:1:pos:R:3:forces:R:3:mulliken_spin:R:1 method="wB97M-V/def2-TZVPD" homo_ha="-0.33557 / -0.42376" orbital_gap_ev="5.34 / 7.16" spin_multiplicity=2 max_force_ev_per_a=2.722 total_charge=+1 s2=0.75
H 0.39595 1.08623 -0.14789 -0.78 0.36 0.10 0.01
C 3.10912 -3.74867 -0.67099 0.89 0.83 0.38 0.01
O -4.37730 -0.19443 0.04015 0.39 -0.56 -0.39 0.00
H -1.19277 -4.78019 0.80072 0.72 -0.48 0.57 0.00
H 3.66153 -4.08567 0.20615 0.11 0.22 0.24 0.00
Ag 1.39792 -1.00185 4.42391 0.29 0.21 -0.32 0.68
H 5.07599 3.00152 -0.91701 -0.55 0.19 0.22 0.00
H -1.55636 3.53323 0.71855 -0.07 -0.07 -0.35 0.00
H 3.29857 -4.52742 -1.40973 -0.83 0.12 -0.42 0.00
O 3.24636 3.81808 -1.80928 -1.82 -0.56 1.95 0.00
O 1.56798 1.84207 -1.64529 1.02 2.23 0.39 0.00
H 0.90151 5.69823 -2.31806 -0.12 0.15 -0.73 0.00
H -0.72154 2.48768 1.79135 -0.02 -0.61 0.30 0.01
H -3.36306 0.46445 2.22448 -0.24 0.63 -0.04 0.00
H -0.75207 -1.89084 2.86603 0.30 0.33 -0.74 -0.02
C 0.95506 -4.55819 -0.03515 -1.45 -0.19 -0.07 0.01
C -0.50680 -4.07998 0.32401 0.64 -0.28 -1.32 -0.01
H 1.32493 -5.23939 0.73118 0.59 0.54 0.44 0.00
H -2.36173 3.15510 2.17321 0.11 -0.19 0.52 0.00
H -0.41400 -3.59921 2.89063 -0.28 -0.19 0.43 -0.02
H -0.45572 2.03879 -1.58039 -0.32 0.20 1.11 0.00
H 0.52088 4.19691 -3.13195 -0.09 -0.59 0.50 0.00
C -4.81727 -0.92024 -1.11222 0.49 0.29 0.24 0.00
P 2.02650 3.22274 -0.87253 0.86 -0.17 -1.51 0.00
C -2.99210 -0.48470 0.34149 -1.87 0.55 1.18 0.00
H 0.89134 -5.19081 -0.92050 0.03 0.17 -0.28 0.00
O 1.78695 -3.40255 -0.32162 -1.55 -1.83 0.36 -0.01
C 0.32566 4.77697 -2.23000 1.07 2.11 0.07 0.00
C 4.57639 3.22655 -1.85928 -0.68 -0.21 -1.02 0.00
H -2.96394 -1.48419 0.77547 0.25 -0.44 -0.38 0.00
H -1.05312 -3.90189 -0.60223 0.23 0.43 -0.31 0.00
H -1.70270 0.03019 1.88987 0.62 0.61 0.14 0.01
H 5.17125 3.94265 -2.42626 -0.04 -0.12 0.12 0.00
O -2.38241 1.69722 0.73491 0.15 -0.89 0.55 0.00
H -4.61446 -0.31311 -1.99446 0.16 -0.19 -0.26 0.00
F 0.91089 0.18568 2.48443 0.60 -0.01 -0.34 -0.06
C -1.71959 2.70950 1.41347 -0.11 1.45 0.04 0.00
H -0.70076 5.13389 -2.14531 -0.07 -0.80 0.35 0.00
H 0.07388 0.46145 -1.79426 0.40 -0.30 0.17 0.00
O 2.39442 2.93546 0.53164 0.07 0.12 0.10 -0.01
H 3.43744 -2.76550 -1.00819 0.90 -0.41 -0.22 0.00
C -0.93090 -2.82179 2.32802 -0.23 -1.20 0.81 0.07
H -4.27806 -1.86711 -1.14035 0.02 -0.16 -0.34 0.00
C 0.29768 1.34827 -1.20134 -0.07 -0.57 -1.03 0.01
H -2.33311 -0.35034 -0.51629 -0.02 -0.16 -0.11 0.00
Ag 1.58150 -1.68189 1.24152 0.17 0.83 0.48 0.16
O 0.85731 4.32032 -0.95685 0.67 -2.17 -0.23 0.00
O -0.40182 -2.88261 1.01950 -0.43 1.76 0.37 -0.04
H -5.88194 -1.15372 -1.12057 -0.02 0.29 0.54 0.00
H 4.41552 2.32810 -2.45512 0.61 -0.16 0.10 0.00
H -2.00795 -2.98595 2.36144 -0.08 -0.18 -0.20 0.01
Ag 2.87379 1.79370 2.57967 -0.87 -0.41 -0.45 0.18
C -2.59484 0.47725 1.45131 0.28 -0.53 -1.71 0.00



4.
92
Properties=species:S:1:pos:R:3:forces:R:3:mulliken_spin:R:1 method="wB97M-V/def2-TZVPD" homo_ha="-0.23791 / -0.22276" orbital_gap_ev="6.37 / 6.08" spin_multiplicity=2 max_force_ev_per_a=4.031 s2=0.76
H 0.89580 5.08323 -3.52380 0.08 -0.02 -0.08 0.00
H 3.06191 1.34660 1.92242 0.03 -0.01 0.04 0.01
C 1.52502 0.99946 5.76822 0.15 0.05 0.09 0.00
C -1.77683 0.18708 -0.65291 -0.13 0.08 -0.06 0.03
C 1.62672 0.82813 -2.13297 1.04 1.05 -1.93 0.00
C -0.18960 0.82191 4.08657 -0.05 -0.16 -0.17 0.00
C -4.55928 1.60697 2.19380 -0.14 0.12 -0.05 0.00
H -4.87777 -1.74264 2.45984 -0.04 -0.11 0.00 0.00
C -4.40326 -0.77511 2.39550 -0.14 0.00 0.03 0.00
H 1.62262 4.95614 0.13577 0.04 0.00 0.02 0.00
H -2.50577 -2.82068 -2.80834 0.02 -0.09 -0.06 0.00
C 1.70262 -5.07739 -0.16516 0.03 -0.07 0.16 -0.01
C 0.82501 -3.71959 2.04745 -0.21 0.65 0.39 0.01
C 0.82938 3.79795 -1.81395 -0.21 0.13 0.08 0.00
C -0.20540 3.30892 2.53907 -0.27 0.20 -0.01 0.00
H -2.72152 2.67597 2.15401 0.11 0.14 -0.04 0.00
Cl 5.49932 1.89421 -2.50704 -0.05 -0.05 0.05 0.00
H 4.92243 2.60456 2.93929 0.13 -0.10 0.08 0.00
C 1.15104 0.77338 4.45872 -0.07 -0.02 -0.11 0.00
C -1.04166 -1.64347 -1.80261 -0.10 -0.28 -0.15 0.04
H -1.51084 1.04029 -0.05186 -0.15 -0.05 -0.11 -0.01
C -1.15378 1.08199 5.05021 0.03 -0.06 -0.07 0.00
C -2.33302 -1.95347 -2.18896 -0.20 0.03 -0.01 -0.01
H 2.05521 -5.61045 -1.03548 0.06 -0.05 -0.12 0.00
C 1.87357 2.07483 -4.21484 0.05 0.02 -0.07 -0.01
N -0.74645 -0.58080 -1.03139 -3.25 -0.84 -0.99 -0.07
H -2.96001 4.44354 -1.81920 -0.11 0.04 0.05 0.00
C -0.77812 1.30537 6.36308 0.00 0.02 0.21 0.00
H 5.17375 5.02031 2.49049 0.09 0.03 0.04 0.00
H 1.79652 -1.51309 -2.66462 -0.07 -0.12 0.21 0.01
C 3.23814 2.24845 -3.97700 0.00 -0.06 0.15 0.02
H -2.19865 1.10110 4.77595 -0.08 0.03 0.02 0.00
C -2.39499 0.56101 2.35291 0.18 -0.14 0.01 0.00
C -1.33001 3.48587 -0.81883 0.13 -0.07 0.15 0.00
Cl -0.59913 1.20825 -3.54502 -0.36 0.10 -0.46 0.00
H 0.75647 3.48106 3.03137 -0.02 -0.11 -0.02 0.00
H 3.23655 -2.47192 -1.05452 -0.22 -0.04 -0.14 0.00
C 2.35891 4.42115 0.71927 -0.02 -0.07 0.01 0.00
C 1.21630 -2.93279 0.93251 0.07 -1.36 0.03 0.00
Cl 4.20429 3.14477 -5.07892 0.04 0.03 -0.04 0.00
C 3.16813 2.40796 1.73518 -0.03 0.03 -0.01 0.01
H -2.41825 -1.56803 2.51048 0.03 -0.14 -0.03 0.00
O 1.11944 -1.65930 0.93332 0.59 1.09 -0.44 0.01
N -0.21054 2.11755 1.69876 0.31 -0.56 0.13 -0.03
H -4.40197 -1.37915 -2.06872 -0.18 -0.04 -0.06 0.00
C 0.55841 1.26781 6.72492 -0.06 0.01 0.06 0.00
Cl 3.57148 0.23990 -0.52581 0.95 -0.26 0.34 0.00
C 1.09861 1.37240 -3.29824 0.30 -0.25 0.25 -0.01
C 3.41910 5.11880 1.26923 0.06 0.17 -0.01 0.00
C 0.84343 -5.09442 2.06803 0.00 -0.24 -0.01 0.00
C 1.26167 -5.77879 0.94105 0.03 -0.57 -0.03 0.00
P 0.81480 2.02923 0.33820 -0.32 0.71 0.37 0.02
C 2.23621 3.04979 0.92577 -0.07 -0.18 -0.14 -0.02
C 2.99731 0.99883 -1.96341 -0.43 0.20 -0.65 0.01
C -5.17541 0.37051 2.28204 -0.10 -0.09 0.00 0.00
C -3.17940 1.70281 2.22312 0.11 -0.05 0.04 0.00
H 1.89263 0.53065 3.70880 0.09 -0.02 0.00 0.00
C 4.35292 4.46847 2.05785 -0.03 0.00 0.02 0.00
H -6.25330 0.29991 2.26385 -0.08 -0.01 -0.01 0.00
H -3.86456 0.60969 -0.64416 -0.04 0.12 0.11 0.00
C 0.09547 -2.52826 -2.23390 -0.36 -0.12 -0.13 -0.01
V 1.04958 -0.22255 -0.56661 2.17 -0.69 3.33 0.95
C 1.72079 -3.69423 -0.16388 0.09 0.27 0.01 0.00
Cl 1.14978 2.77828 -5.60737 0.02 -0.02 -0.09 0.00
N 1.37777 -1.95239 -1.84454 -0.02 0.18 -0.71 -0.02
H -1.53871 5.45898 -3.54845 -0.04 0.10 -0.09 0.00
H 3.50980 6.18002 1.08049 0.01 0.05 0.03 0.00
C -1.89340 4.27594 -1.80495 -0.08 0.08 -0.08 0.00
H 1.89062 3.59425 -1.84025 0.10 0.06 0.03 0.00
C 4.21580 3.11199 2.30291 0.00 -0.01 0.07 0.00
H 2.56775 0.95714 6.05117 0.05 -0.01 0.00 0.00
C 0.03641 3.22560 -0.81775 0.20 -0.15 -0.10 0.03
H -0.02395 -3.49900 -1.73298 -0.01 0.19 -0.16 0.00
I 1.25415 -7.89860 0.92561 0.00 0.51 0.00 0.00
H -5.15626 2.50441 2.10717 -0.04 0.05 -0.01 0.00
H -1.96366 3.06734 -0.04861 -0.01 -0.03 0.08 0.00
H 2.54092 -3.70042 -2.13839 -0.02 0.14 0.20 0.00
C -3.08804 -0.05137 -0.99373 -0.34 -0.21 -0.16 -0.01
H -0.96347 3.21030 3.31407 0.00 0.11 -0.02 0.00
H 0.03686 -2.70500 -3.31718 -0.01 0.01 0.18 0.00
I 0.18556 -2.69072 3.78546 0.18 -0.40 -0.37 0.00
P -0.55285 0.51606 2.31417 -0.35 0.98 0.31 0.05
C -1.09531 4.84455 -2.78073 -0.08 0.07 -0.01 0.00
C 2.30152 -2.96988 -1.34667 0.42 -0.39 0.25 0.01
C -3.38928 -1.15418 -1.78187 0.58 0.21 0.19 0.02
H -0.42818 4.18413 1.92513 -0.05 0.08 0.03 0.00
H 0.53776 -5.63408 2.95091 -0.06 0.01 0.07 0.00
H 0.84440 1.43433 7.75324 0.03 0.02 0.07 0.00
H -1.53477 1.50747 7.10702 -0.05 0.01 0.09 0.00
C -3.02474 -0.67757 2.42407 0.05 0.02 0.11 0.00
C 3.81965 1.69647 -2.82803 0.08 0.10 -0.16 -0.01
C 0.27141 4.62305 -2.77207 0.04 0.04 -0.04 0.00



5.
59
Properties=species:S:1:pos:R:3:forces:R:3:nbo_charge:R:1 method="wB97M-V/def2-TZVPD" homo_ha=-0.37911 orbital_gap_ev=5.69 relative_energy_ev=0.4555 max_force_ev_per_a=1.203 total_charge=+1
H -0.43628 1.86002 8.10074 0.02 0.01 0.03 0.48
C -1.53300 -4.17164 -0.14419 -0.06 -0.03 0.11 -0.13
H -2.27985 -3.86041 1.86031 0.01 -0.01 0.01 0.25
C 0.92871 2.18730 4.66951 0.00 -0.06 -0.02 -0.14
H -1.73815 2.82852 -2.34435 0.01 0.01 -0.01 0.21
C -0.81128 -3.60338 -1.17398 -0.02 0.13 -0.06 -0.22
C -0.31408 0.45948 3.56861 -0.12 -0.25 -0.18 0.19
C 2.96520 0.33854 -3.28816 -0.14 -0.01 0.13 -0.06
O -0.45523 2.18665 0.90820 0.50 -0.10 -0.09 -0.73
C -1.20210 0.40123 4.63421 -0.06 0.12 0.06 -0.24
H -0.99762 1.54567 -1.36062 -0.01 0.01 0.00 0.23
C -1.14538 -2.20460 1.14155 -0.15 0.29 0.13 0.12
C 2.16193 0.24710 -2.09730 0.08 0.01 -0.15 -0.12
H -1.73204 1.20788 6.53198 -0.01 0.02 -0.01 0.22
C 0.10505 4.74219 -1.56137 -0.05 0.00 0.00 -0.41
N -0.43992 -1.65373 0.12389 0.84 -0.85 0.09 -0.40
H 0.19832 4.10934 0.87855 0.01 -0.01 0.01 0.14
H 4.82596 0.45326 -2.22906 0.00 0.02 0.00 0.23
O 0.74946 4.20666 6.64652 0.02 0.00 0.00 -0.53
H 0.53498 5.37998 -0.79299 -0.01 0.01 0.00 0.22
C 2.36707 0.30869 -4.54888 0.01 0.01 -0.05 -0.21
C -0.17174 3.24287 0.31578 0.08 0.06 -0.02 0.56
C 4.35228 0.44768 -3.20140 0.07 -0.01 -0.02 -0.19
C 4.51895 0.53644 -5.60393 0.09 0.05 0.03 -0.18
H 2.93644 2.96730 -8.06326 -0.01 -0.01 -0.01 0.24
N -0.28948 3.46662 -0.98282 0.06 0.02 0.04 -0.37
S 5.54756 0.59485 -7.04428 -0.07 -0.18 0.04 0.25
C -0.27258 -2.33361 -1.01219 -0.23 -0.08 -0.06 0.10
H 1.46534 1.35998 2.77431 -0.05 0.01 -0.03 0.22
C -0.80900 2.46726 -1.90028 -0.08 0.01 -0.01 -0.42
C 3.92187 2.88413 -7.60761 0.00 -0.06 0.06 -0.73
H 0.29667 -1.83568 -1.78319 0.08 -0.05 0.04 0.26
C 0.75560 1.33912 3.59221 0.17 0.11 0.11 -0.20
C 5.12019 0.55331 -4.34832 0.00 0.04 0.02 -0.21
O 4.70379 1.45010 -9.33897 0.05 0.01 0.03 -0.51
H 2.66285 0.32384 -6.66601 0.01 0.02 0.00 0.23
H -0.07918 2.27838 -2.68681 0.01 -0.02 0.01 0.22
H 1.74285 2.89818 4.69270 0.00 0.01 0.01 0.25
H 1.29328 0.19643 -4.62858 0.00 0.02 0.00 0.22
H 4.50859 3.74833 -7.92209 0.00 0.00 0.00 0.26
N -0.43926 -0.36928 2.40809 -0.13 0.28 0.09 -0.45
H 3.84328 2.88051 -6.52488 -0.01 0.02 -0.01 0.23
C 0.24986 3.13993 6.84540 0.01 -0.03 0.06 0.77
Pt 0.53873 0.00772 0.59249 -0.99 0.60 0.23 0.93
H -1.82774 -1.70942 3.18570 0.08 -0.06 0.04 0.21
O -0.15934 2.78367 8.07828 -0.03 -0.01 -0.07 -0.65
H 0.84834 4.57792 -2.34134 0.01 0.00 0.01 0.21
H -0.76042 5.24224 -1.99670 0.00 0.00 -0.01 0.21
C 0.04540 2.13918 5.74088 -0.02 0.06 -0.02 -0.15
H -2.05949 -0.25663 4.62647 -0.02 0.01 -0.02 0.22
H -1.95319 -5.16243 -0.24813 0.00 0.00 0.00 0.25
C -1.19899 -1.39298 2.36098 0.17 -0.27 -0.12 0.15
C -1.71311 -3.45419 1.03454 -0.11 -0.05 -0.17 -0.19
C 4.62664 1.67022 -8.16488 -0.04 0.15 -0.11 0.44
H 6.19495 0.65234 -4.27070 0.00 0.02 0.00 0.23
C -1.01490 1.23990 5.72089 0.01 -0.06 -0.02 -0.17
C 1.50015 0.17688 -1.08523 0.06 0.15 -0.12 -0.37
C 3.13753 0.39148 -5.69522 -0.05 -0.07 0.00 -0.21
H -0.65006 -4.12759 -2.10459 0.00 0.00 0.00 0.25



6.
34
Properties=species:S:1:pos:R:3:forces:R:3:nbo_charge:R:1 method="wB97M-V/def2-TZVPD" homo_ha=-0.42003 orbital_gap_ev=6.42 relative_energy_ev=0.6774 max_force_ev_per_a=4.115 total_charge=+1
C 0.42184 -2.21955 2.29664 -0.80 -1.03 -1.23 0.80
C -0.94607 -0.13340 -2.08643 0.25 -0.20 0.03 -0.08
C -2.37155 -0.37647 -4.51356 -0.39 0.52 0.38 -0.20
C 3.25852 1.14185 0.45245 -0.95 0.52 2.92 0.76
Br 1.06829 -2.06849 -2.80422 -0.55 0.78 0.69 0.26
O 2.98836 0.41570 -0.53779 -1.35 -2.25 -3.17 -0.68
H -0.74095 -3.57090 2.95700 0.03 0.01 -0.18 0.53
H 3.08946 2.27457 2.99605 0.04 0.05 -0.17 0.28
C 1.10278 -0.33976 3.85139 -0.17 -0.97 -0.57 -0.17
C -0.53837 -1.01343 -3.11006 -0.47 0.03 -0.57 -0.05
H -3.42739 2.14866 -1.53943 -0.13 0.08 -0.02 0.23
C 2.52767 1.35589 2.92367 -0.47 -0.56 1.21 -0.16
O 0.42867 -2.66701 1.14033 -0.25 0.24 0.07 -0.62
H -2.22948 2.35602 0.61108 -0.06 0.09 0.05 0.23
H 1.76810 1.38108 4.93955 -0.05 0.03 0.11 0.25
N 1.87816 -0.51253 1.59044 -1.60 -0.13 -0.43 -0.43
O 3.93185 2.13336 0.55648 0.21 -0.15 -0.47 -0.55
O -0.28002 -2.77353 3.26362 0.49 0.32 -0.01 -0.62
H -0.88433 -1.84344 -5.04165 0.03 -0.08 -0.14 0.24
C -1.22579 -1.14779 -4.29283 0.88 -0.34 0.60 -0.22
C -2.55145 1.55198 -1.34194 0.18 0.11 0.47 -0.15
C -0.75146 0.89573 0.09913 0.86 -0.92 -0.32 -0.26
H 0.51994 -0.76934 4.65060 -0.04 -0.01 0.09 0.26
C -2.11187 0.65391 -2.33679 0.34 -0.13 0.25 -0.07
H -2.91263 -0.48620 -5.44000 -0.02 -0.01 -0.08 0.24
C -1.88541 1.66993 -0.14619 -0.60 0.08 -0.73 -0.20
H -3.68125 1.11546 -3.72315 -0.07 0.03 -0.04 0.23
H -0.25279 1.01785 1.04809 0.14 -0.03 0.11 0.21
C 1.79527 0.84537 4.00399 0.64 0.67 -0.67 -0.12
C 2.52932 0.63602 1.74998 0.65 0.10 -1.56 0.13
C -2.80074 0.51247 -3.55749 0.15 -0.37 -0.43 -0.14
C 1.15772 -1.00822 2.62864 0.67 1.20 0.34 0.06
C -0.27736 -0.00260 -0.84238 0.73 -0.19 0.91 -0.06
Ir 1.40298 -1.17320 -0.44525 1.67 2.50 2.59 1.08